(1)
ORCA calculation (ωB97M-V/def2-TZVPD) on a structure of composition C55H57N10O3SZr.

```
127
C55H57N10O3SZr ωB97M-V/def2-TZVPD
Zr -0.11389 0.01086 0.15268
O 4.28275 -0.81689 0.56733
C 4.31088 -1.09001 1.89598
C 5.55893 -1.12340 2.51673
C 5.65868 -1.40032 3.86340
C 4.51746 -1.65779 4.62320
C 3.28352 -1.62606 4.01458
C 3.15165 -1.33670 2.64922
C 1.80032 -1.26981 2.06584
O 1.69602 -0.99890 0.76723
N 0.75582 -1.46510 2.80041
N -0.38606 -1.46374 1.95570
C -0.98551 -2.82065 1.74879
C -3.29406 -1.99426 0.66542
C -4.67162 -2.22789 0.72658
C -5.50728 -2.00167 -0.35374
C -4.98165 -1.52276 -1.54421
C -3.62878 -1.25185 -1.63320
C -2.79844 -1.47718 -0.53745
O -1.50213 -1.12976 -0.64732
H 3.34014 -0.87062 0.30960
H 6.43489 -0.93384 1.91010
H 6.63487 -1.42351 4.33061
H 4.60015 -1.88355 5.67722
H 2.38363 -1.82449 4.58167
H -0.78737 -3.34996 2.68664
H -5.11113 -2.58625 1.64801
H -6.56683 -2.20046 -0.26212
H -5.62494 -1.34392 -2.39647
H -3.18916 -0.84954 -2.53642
C 0.82463 3.56747 3.05162
C 0.26677 2.52361 2.32923
N 0.91533 1.94372 1.32454
C 2.10927 2.45294 0.99197
C 2.67036 3.46887 1.76106
N 2.03956 4.02057 2.78799
C 2.74334 1.93450 -0.23644
C 3.95440 2.43720 -0.68532
C 4.54626 1.89662 -1.81664
C 3.88718 0.84609 -2.43740
C 2.67895 0.39753 -1.92857
N 2.08654 0.96033 -0.87180
C 1.97358 -0.75140 -2.53387
C 2.57162 -1.58992 -3.46975
N 1.91722 -2.58497 -4.05116
C 0.65326 -2.74916 -3.69489
C 0.05614 -1.95670 -2.72237
N 0.71723 -0.96495 -2.13218
C 5.83503 2.40637 -2.32247
C 6.80734 1.53890 -2.80721
C 8.00713 2.06883 -3.25945
N 8.28028 3.36947 -3.26584
C 7.34608 4.19446 -2.80454
C 6.11873 3.76777 -2.31903
H 0.27552 4.02792 3.86325
H -0.71734 2.14557 2.54512
H 3.65546 3.85709 1.54352
H 4.45580 3.22959 -0.15181
H 4.29976 0.40336 -3.33155
H 3.61064 -1.46886 -3.74527
H 0.08972 -3.54088 -4.17321
H -0.96613 -2.11698 -2.41957
H 6.66032 0.46620 -2.80462
H 8.78569 1.41133 -3.62973
H 7.58449 5.25205 -2.82335
H 5.39523 4.49641 -1.97526
C 0.85761 -4.28106 0.83431
C -0.54753 -3.72526 0.60762
C -1.54478 -4.88045 0.49344
C -2.42877 -2.23184 1.88658
C -3.14836 -3.08884 2.88134
C -3.10415 -2.85020 4.18492
C -2.50802 -1.62883 4.69894
C -1.90123 -0.69151 3.96015
C -1.50450 0.63204 4.59755
C -0.02187 0.70302 4.97505
C -2.34820 0.99264 5.82244
C -1.70285 -0.92027 2.47080
N -1.73940 0.27332 1.64826
C -2.81885 0.87701 1.21693
C -2.69008 1.74418 0.13528
C -3.64058 2.60641 -0.42148
C -2.98716 3.29937 -1.41982
C -1.65427 2.83344 -1.45368
N -1.45606 1.87706 -0.52298
C -0.55964 3.44518 -2.30272
C 0.32530 4.29174 -1.37202
C -1.15051 4.38396 -3.36192
C 0.27265 2.37794 -3.02324
H 1.12814 -4.95280 0.01744
H 0.90024 -4.85532 1.76337
H 1.61793 -3.50301 0.88217
H -0.56426 -3.16559 -0.32498
H -1.59171 -5.44756 1.42752
H -1.22873 -5.57066 -0.28999
H -2.55022 -4.53431 0.24840
H -3.64328 -3.97231 2.49600
H -3.56772 -3.53192 4.88630
H -2.64173 -1.44419 5.75653
H -1.71858 1.40565 3.85745
H 0.19765 -0.05385 5.73154
H 0.21288 1.68104 5.40141
H 0.64082 0.51046 4.13280
H -2.10282 0.36770 6.68326
H -3.41671 0.90015 5.62520
H -2.14115 2.02311 6.11642
H -3.79920 0.69503 1.65359
H -4.66967 2.69793 -0.10823
H -3.40474 4.06467 -2.05208
H -0.27547 5.02491 -0.83065
H 1.08119 4.82472 -1.95389
H 0.83494 3.66679 -0.63822
H -1.63247 5.25506 -2.91579
H -1.87747 3.86270 -3.98865
H -0.34701 4.74399 -4.00719
H 0.27488 1.43575 -2.48381
H 1.30812 2.70901 -3.14832
H -0.14313 2.15972 -4.00603
C -3.29215 1.03857 -5.17654
S -1.86428 0.01171 -4.79518
C -1.15504 -0.16639 -6.43980
H -4.02290 0.50285 -5.78083
H -2.98512 1.94684 -5.69616
H -3.75068 1.32314 -4.22930
H -0.90206 0.80654 -6.86119
H -1.83170 -0.69015 -7.11378
H -0.24031 -0.75118 -6.34518
```

Computed properties:
Gap between HOMO and LUMO, eV: 6.56
Highest occupied orbital energy, eV: -10.181
E_LUMO, eV: -3.617
Energy above the lowest of the compared OMol25 structures with the same formula, charge and spin, kcal/mol: 1.2
2S+1: 1
DFT total energy, eV: -91119.4113
Total charge: +1

Löwdin atomic charge list, values in e, 99 entries:
1 Zr 1.93
2 O 0.05
3 C -0.25
4 C -0.01
5 C -0.06
6 C -0.08
7 C -0.02
8 C -0.08
9 C -0.41
10 O -0.25
11 N 0.15
12 N -0.12
13 C -0.15
14 C -0.10
15 C -0.02
16 C -0.07
17 C -0.06
18 C 0.00
19 C -0.30
20 O -0.33
21 H 0.05
22 H 0.12
23 H 0.11
24 H 0.11
25 H 0.11
26 H 0.16
27 H 0.11
28 H 0.11
29 H 0.11
30 H 0.07
31 C -0.07
32 C -0.09
33 N 0.06
34 C -0.19
35 C -0.04
36 N 0.13
37 C -0.20
38 C 0.07
39 C -0.12
40 C 0.07
41 C -0.21
42 N 0.08
43 C -0.18
44 C -0.04
45 N 0.12
46 C -0.08
47 C -0.11
48 N 0.08
49 C -0.17
50 C 0.00
51 C -0.12
52 N 0.07
53 C -0.12
54 C -0.01
55 H 0.12
56 H 0.08
57 H 0.12
58 H 0.12
59 H 0.12
60 H 0.12
61 H 0.12
62 H 0.10
63 H 0.12
64 H 0.11
65 H 0.11
66 H 0.12
67 C -0.04
68 C -0.36
69 C -0.04
70 C -0.19
71 C -0.05
72 C -0.04
73 C 0.00
74 C -0.09
75 C -0.37
76 C -0.06
77 C -0.07
78 C -0.25
79 N -0.06
80 C -0.06
81 C -0.32
82 C 0.00
83 C -0.02
84 C -0.24
85 N 0.03
86 C -0.52
87 C -0.02
88 C -0.05
89 C -0.05
90 H 0.09
91 H 0.09
92 H 0.06
93 H 0.10
94 H 0.09
95 H 0.09
96 H 0.08
97 H 0.13
98 H 0.11
99 H 0.11



(2)
ORCA calculation (ωB97M-V/def2-TZVPD) on a cluster of 2 separate species, C3H10N4O3S in total.

```
21
C3H10N4O3S ωB97M-V/def2-TZVPD
C 1.02942 0.79821 0.21879
C -2.50689 0.13760 0.02219
C 0.14869 -0.57476 -1.47974
N 0.88344 0.62342 -1.28968
N -0.13450 1.45656 0.82855
N 2.13212 1.63733 0.37638
N -2.42915 -0.85437 0.95646
O 2.24888 -2.26397 -0.45827
O 1.04541 -0.45589 0.74790
O -0.07550 -2.56807 0.34715
S 0.94739 -1.70373 -0.27906
H -3.44303 0.65371 0.16215
H -0.90977 -0.53250 -1.29254
H 0.31050 -0.81865 -2.61135
H -1.00250 0.83302 0.82502
H -0.50464 2.20263 0.35826
H 3.02722 1.07598 0.36821
H 2.03558 2.05326 1.21185
H -1.69583 -1.56965 0.89861
H -2.96003 -0.76009 1.80905
H 1.85319 0.62994 -1.71991
```

Computed properties:
Gap between HOMO and LUMO, eV: 9.28
Highest occupied orbital energy, eV: -8.777
E_LUMO, eV: 0.498
Energy above the lowest of the compared OMol25 structures with the same formula, charge and spin, kcal/mol: 58.0
2S+1: 1
DFT total energy, eV: -26207.5273

Let us look at the Löwdin charges, expressed in e, one per atom:
1 C -0.72
2 C -0.02
3 C -0.25
4 N -0.01
5 N 0.12
6 N 0.14
7 N 0.03
8 O -0.26
9 O -0.15
10 O -0.33
11 S 0.72
12 H 0.01
13 H 0.03
14 H 0.15
15 H 0.03
16 H 0.04
17 H 0.14
18 H 0.03
19 H 0.05
20 H 0.10
21 H 0.14



(3)
ORCA calculation (ωB97M-V/def2-TZVPD) on a structure of composition C2H2F6MnN2O9S2.

```
24
C2H2F6MnN2O9S2 ωB97M-V/def2-TZVPD
Mn -10.72853 -12.46130 8.80969
C -6.52572 -11.80524 8.88110
F -5.87748 -12.16910 9.98925
F -7.09042 -10.63786 9.02871
F -5.60052 -11.75749 7.94050
S -7.79469 -13.19726 8.57270
O -7.01529 -14.25767 7.99421
O -8.39269 -13.43436 9.85824
N -9.06161 -12.54841 7.58915
S -8.59536 -12.61582 6.08231
O -7.32478 -11.97822 5.82476
O -8.83644 -13.93220 5.53546
C -9.97994 -11.63677 5.24538
F -11.16593 -11.78839 5.79487
F -9.62232 -10.32082 5.32802
F -10.02628 -11.97459 3.95639
O -12.60450 -11.73549 8.47690
H -12.50474 -11.13679 7.73339
O -10.78838 -11.04468 10.26770
H -9.90997 -10.80374 10.58969
N -12.36832 -15.18199 7.30612
O -11.60778 -14.27856 7.76950
O -11.95166 -15.99011 6.44048
O -13.54369 -15.29475 7.75991
```

Computed properties:
Expectation value of S²: 8.7550
Gap between HOMO and LUMO (spin up / spin down), eV: 6.04 / 6.38
Highest occupied orbital energy (spin up / spin down), eV: -1.095 / -1.442
E_LUMO (spin up / spin down), eV: 4.941 / 4.939
Energy above the lowest of the compared OMol25 structures with the same formula, charge and spin, kcal/mol: 15.5
2S+1: 6
DFT total energy, eV: -92806.8696
Total charge: -2

Let us look at the Löwdin charges, expressed in e, one per atom:
1 Mn 0.83
2 C -0.69
3 F 0.12
4 F 0.17
5 F 0.13
6 S 0.67
7 O -0.28
8 O -0.30
9 N -0.37
10 S 0.59
11 O -0.30
12 O -0.28
13 C -0.64
14 F 0.16
15 F 0.08
16 F 0.13
17 O -0.47
18 H -0.11
19 O -0.48
20 H -0.11
21 N -0.57
22 O -0.14
23 O -0.07
24 O -0.07



(4)
ORCA calculation (ωB97M-V/def2-TZVPD) on the ion C6H10ClN2 with charge +1.

```
19
C6H10ClN2 ωB97M-V/def2-TZVPD
C 1.40739 0.96602 0.36082
C 0.73878 -0.35376 0.30103
C 1.05465 1.92957 -0.50534
C 0.00379 -0.67411 -0.97873
C -0.63515 0.47057 -1.63144
C -0.24740 -0.65007 1.53561
N -0.19509 1.67838 -1.28816
N -1.11551 -1.79215 1.19142
Cl -1.88814 0.43637 -2.84018
H 2.38086 1.03423 1.00897
H 1.64351 -0.97929 0.43800
H 1.31311 2.94873 -0.73500
H 0.47006 -1.24429 -1.79621
H -0.74719 -1.54620 -0.49627
H -0.88920 0.17808 1.65566
H 0.38450 -0.69963 2.44630
H -0.97297 -2.63845 1.75571
H -2.14121 -1.59459 1.22009
H -0.56477 2.53058 -1.64226
```

Computed properties:
Gap between HOMO and LUMO, eV: 9.06
SMILES: NC[C@@H]1C=C[NH+]=C(Cl)C1
Highest occupied orbital energy, eV: -13.594
E_LUMO, eV: -4.534
Energy above the lowest of the compared OMol25 structures with the same formula, charge and spin, kcal/mol: 44.8
2S+1: 1
DFT total energy, eV: -21878.5390
Total charge: +1

Let us look at the Löwdin charges, expressed in e, one per atom:
1 C -0.04
2 C -0.30
3 C 0.00
4 C -0.15
5 C -0.58
6 C -0.17
7 N 0.08
8 N -0.02
9 Cl 0.80
10 H 0.17
11 H 0.16
12 H 0.12
13 H 0.15
14 H 0.17
15 H 0.10
16 H 0.14
17 H 0.11
18 H 0.12
19 H 0.14